(1)
Entry from the Open Molecules 2025 dataset: a structure of composition C28H65NO22Rb2 (ωB97M-V/def2-TZVPD).

## Properties
HOMO energy   -7.42 eV
Gap between HOMO and LUMO   6.73 eV
E_LUMO   -0.692 eV
Net charge   0

Geometry as XYZ:
```
118
C28H65NO22Rb2 (ωB97M-V/def2-TZVPD)
Rb -0.087 1.255 6.779
Rb 4.057 -1.914 0.064
O 1.952 -4.259 3.161
O 5.249 4.510 2.357
O -0.727 -4.866 3.405
O 5.197 0.428 7.450
O 2.880 -0.212 2.039
O -0.604 -1.132 -5.332
O -0.956 0.513 4.193
O -3.096 1.151 -1.602
O 6.928 2.016 2.096
O 4.185 -1.816 -2.818
O -3.714 3.021 2.634
O 2.901 2.833 3.643
O -2.469 0.647 1.470
O -2.530 -3.941 -2.242
O 1.652 -0.037 -0.479
O 6.476 -0.676 0.939
O 3.249 1.000 -2.205
O -3.780 6.026 3.652
O -2.689 -2.201 0.996
O -4.996 -3.135 -7.626
O -5.231 2.542 -2.920
O 2.521 0.064 7.638
N -3.548 -1.258 -5.728
C -0.262 -3.533 3.224
C 3.843 4.588 2.153
C 2.958 3.222 2.243
C -3.207 2.640 -1.673
C -4.684 2.991 -1.698
C -1.172 0.583 1.651
C -6.236 -3.746 -8.125
C -5.161 -3.192 -6.228
C -0.433 0.600 2.983
C -1.483 -1.246 -4.161
C 4.091 -0.865 -3.876
C 6.789 -0.454 2.288
C -2.871 -0.647 -4.596
C -4.150 4.183 1.915
C 0.905 0.218 0.464
C 0.959 0.503 3.081
C 6.255 0.901 2.705
C -2.435 -2.316 -0.422
C -0.076 0.159 -5.694
C -4.766 5.257 2.860
C -2.829 -3.758 -0.832
C 1.693 0.201 1.877
C -0.493 0.468 0.448
C 3.221 -0.604 6.672
C 4.403 0.207 6.350
C 0.950 -3.577 2.374
C -3.860 -2.696 -5.515
C 2.917 0.119 -3.340
H -2.824 -1.217 -6.431
H -1.635 -4.796 3.708
H 1.333 -2.567 2.224
H -2.686 0.938 -0.760
H -6.268 -3.447 -9.172
H 0.957 0.306 -5.379
H 7.006 0.050 0.601
H 0.248 0.033 -6.727
H 3.196 0.036 8.319
H 2.875 0.770 -4.213
H 1.932 -0.346 -3.386
H -4.860 4.061 -1.584
H -3.515 -0.616 -3.717
H 3.450 5.419 2.739
H -2.220 -4.505 -0.324
H -3.881 -2.983 -4.463
H -5.277 2.636 -0.855
H 3.421 2.450 1.627
H -2.936 -3.214 -5.772
H -2.526 -1.307 1.308
H -1.412 -2.090 -0.724
H -6.037 -2.715 -5.788
H -3.464 6.811 3.199
H 5.068 -0.433 5.769
H 2.550 1.940 3.614
H -7.080 -3.174 -7.738
H 3.794 4.929 1.119
H -3.047 -1.678 -1.061
H -0.059 -3.008 4.157
H 2.557 -0.662 5.809
H 2.861 0.520 -1.470
H 3.510 -1.630 6.902
H 1.979 3.440 1.817
H -3.271 4.575 1.403
H -1.000 -0.877 -3.256
H 4.040 1.091 5.825
H -3.013 2.550 2.177
H 6.241 -1.243 2.804
H -4.900 4.018 1.142
H -2.934 -4.761 -2.533
H 6.192 1.018 3.787
H -0.959 0.141 -0.469
H -5.190 -4.268 -6.052
H 1.339 0.351 4.081
H 5.197 0.946 2.448
H 4.968 -0.222 -3.945
H -2.600 3.180 -0.946
H -0.988 -2.886 2.732
H -2.697 0.411 -4.793
H -0.761 0.972 -5.454
H 0.814 -4.090 1.422
H -6.257 -4.819 -7.934
H 5.613 5.354 2.636
H -5.266 6.012 2.254
H -1.603 -2.324 -4.049
H -5.621 4.888 3.426
H 3.899 -1.167 -4.905
H 1.565 -4.989 3.649
H 7.858 -0.641 2.390
H -4.791 1.696 -3.033
H 6.524 2.876 2.232
H -2.751 3.107 -2.545
H 6.053 0.781 7.194
H -3.901 -3.935 -0.739
H 3.501 -2.467 -2.991
```

=====

(2)
Entry from the Open Molecules 2025 dataset: a cluster of 12 separate species, C28H66N6O6S6 in total (ωB97M-V/def2-TZVPD).

## Properties
HOMO energy (alpha / beta)   -9.47 / -9.47 eV
Gap between HOMO and LUMO (alpha / beta)   6.40 / 1.74 eV
E_LUMO (alpha / beta)   -3.072 / -7.737 eV
Multiplicity   2
Net charge   +1

Geometry as XYZ:
```
112
C28H66N6O6S6 (ωB97M-V/def2-TZVPD)
S 2.158 2.498 -2.745
S 6.326 -1.730 0.722
S -3.801 3.289 4.491
S -2.380 -1.345 2.389
S 0.080 -4.831 0.853
S 3.526 -2.994 3.204
O -5.060 2.658 3.999
O 3.186 -3.469 1.794
O -0.977 -1.640 2.951
O -1.302 -5.466 0.631
O 3.146 1.603 -1.963
O 7.512 -0.915 0.186
N 0.975 -1.265 -3.184
N -0.483 1.496 0.780
N 3.385 1.570 1.723
N 1.300 3.065 4.260
N -4.527 0.264 -2.637
N -1.320 4.229 -2.919
C 0.957 1.991 4.142
C 2.806 -0.759 -5.028
C 6.674 -3.481 0.381
C 4.847 -1.279 -0.285
C -2.243 -1.671 0.562
C -3.160 -2.983 2.715
C 3.314 4.189 1.728
C 1.033 -6.133 1.721
C -1.894 0.120 -2.784
C -4.482 -1.701 -4.163
C -4.682 -1.178 -2.703
C 2.003 4.126 -1.849
C 3.106 3.222 -4.173
C 3.584 -1.112 3.339
C 0.899 -4.805 -0.736
C -2.607 3.453 -0.749
C -5.699 1.017 -3.108
C -3.231 0.741 -3.256
C 1.079 -0.456 0.048
C 0.207 0.658 0.429
C -5.692 2.507 -2.613
C 2.037 -3.284 4.247
C 0.472 0.598 4.068
C -2.202 2.927 3.566
C -1.894 3.844 -1.911
C 3.345 2.743 1.768
C -3.858 5.046 3.929
C 1.789 -1.070 -3.991
H -1.394 3.575 3.906
H -2.293 2.909 2.480
H 2.719 0.263 -5.397
H -1.313 -2.230 0.464
H 2.703 -0.568 2.997
H -3.353 -3.014 3.787
H 0.522 0.370 3.004
H 1.284 4.793 -2.325
H 0.731 -5.729 -1.288
H -4.851 -2.709 -4.348
H 4.122 4.568 2.354
H -3.830 5.089 2.840
H -2.160 3.960 0.106
H 4.953 -1.494 -1.349
H 2.008 -0.038 -0.339
H 2.756 -1.318 -5.962
H -3.076 1.800 -3.050
H -3.875 -1.630 -2.127
H -2.915 5.450 4.295
H 0.962 -7.081 1.189
H 1.132 -0.131 4.538
H -6.197 2.684 -1.664
H 3.980 -1.830 0.077
H 3.558 4.415 0.690
H 4.394 -0.802 2.679
H -1.932 1.914 3.864
H -6.271 3.172 -3.255
H 0.638 -1.033 -0.765
H -5.677 -1.446 -2.349
H 0.502 -3.966 -1.308
H -5.062 -1.102 -4.866
H 4.145 3.254 -3.845
H 1.735 3.921 -0.812
H 1.041 -1.091 0.934
H -5.760 0.961 -4.194
H 3.787 -0.902 -4.573
H 7.721 -3.678 0.614
H 6.505 -3.865 -0.625
H 2.798 4.231 -4.447
H 4.587 -0.230 -0.139
H -1.734 0.317 -1.723
H 2.355 4.659 1.943
H 6.040 -4.160 0.951
H -1.962 -0.714 0.123
H 3.025 2.525 -5.008
H 3.900 -0.947 4.369
H -3.377 0.790 -4.335
H -4.150 -3.104 2.277
H -1.882 -0.944 -3.020
H 2.992 4.567 -1.733
H 0.706 -6.291 2.749
H -4.732 5.626 4.226
H 1.101 -3.179 3.698
H 1.940 -4.558 -0.527
H 2.059 -4.323 4.576
H -3.433 -1.772 -4.450
H -2.544 -3.861 2.517
H -2.540 2.395 -0.494
H -1.039 0.600 -3.260
H -4.663 2.848 -2.503
H -6.549 0.431 -2.757
H -3.009 -2.215 0.009
H -3.648 3.770 -0.806
H 2.034 -2.748 5.196
H -0.547 0.469 4.431
H 2.080 -5.914 1.932
```

=====

Calculated M (g/mol), listed in the same order as above: 938.7, 775.3
Calculated E_tot (eV), listed in the same order as above: -77927.17693, -116326.94753